No. 1
Density functional theory data (ωB97M-V with the def2-TZVPD basis set) for a 2-piece molecular cluster, C4H12 overall in a non-equilibrium geometry.

Calculated values
* 2S+1: 1
* energy above the lowest of the compared OMol25 structures with the same formula, charge and spin: 72.9 kJ/mol
* SMILES: CC.CC

Last column: natural (NBO) charge in e.
Positions of all 16 atoms, in Å:
C (0.5799, 0.4777, -2.1555)  -0.614
C (0.2133, -0.9571, -2.8300)  -0.611
H (1.1820, 1.0399, -2.8570)  0.208
H (-0.3391, 0.8523, -1.7416)  0.206
H (1.1541, 0.3317, -1.2424)  0.199
H (0.9091, -0.9519, -3.6642)  0.204
H (-0.7557, -0.8879, -3.2969)  0.201
H (0.2850, -1.7444, -2.1011)  0.208
C (0.1474, -0.1706, 2.8079)  -0.608
C (-0.9144, 0.7082, 2.1400)  -0.603
H (-0.2883, -0.7283, 3.6754)  0.196
H (0.4984, -0.8915, 2.1074)  0.205
H (0.8823, 0.3860, 3.3739)  0.206
H (-1.7615, 0.0352, 1.8332)  0.197
H (-1.2519, 1.4791, 2.7747)  0.206
H (-0.5407, 1.0217, 1.1763)  0.202

***

No. 2
Density functional theory data (ωB97M-V with the def2-TZVPD basis set) for a 2-piece molecular cluster, C4H12 overall.

Calculated values
* 2S+1: 1
* energy above the lowest of the compared OMol25 structures with the same formula, charge and spin: 8.0 kJ/mol
* SMILES: CC.CC

Last column: natural (NBO) charge in e.
Positions of all 16 atoms, in Å:
C (1.9605, 0.4361, -0.2801)  -0.604
C (2.1795, -0.0939, -1.6770)  -0.604
H (2.8051, 1.0497, 0.0153)  0.202
H (1.0566, 1.0306, -0.2182)  0.203
H (1.9069, -0.3607, 0.4594)  0.200
H (2.3559, 0.7280, -2.3711)  0.201
H (3.0660, -0.7287, -1.7610)  0.201
H (1.3350, -0.6758, -2.0405)  0.201
C (-1.7655, -0.1137, 0.3082)  -0.608
C (-2.4557, -0.2260, 1.6459)  -0.609
H (-0.8454, -0.6945, 0.3111)  0.203
H (-2.3410, -0.4276, -0.5614)  0.204
H (-1.4115, 0.8950, 0.0834)  0.200
H (-2.8815, -1.2162, 1.7701)  0.203
H (-1.7463, -0.1297, 2.4571)  0.203
H (-3.2188, 0.5275, 1.8589)  0.204

***

It is found that the total energy values, taken in the order of the records, are -159.55720 -159.58193 Ha.
It is found that the Kohn-Sham gap values, taken in the order of the records, are 12.43 12.95 eV.
It is found that the HOMO values, taken in the order of the records, are -11.37 -11.78 eV.